w) Here is one molecule with the formula C4H9N from the Open Molecules 2025 dataset. Energies are from ωB97M-V/def2-TZVPD.

XYZ file:
```
14
C4H9N | the Open Molecules 2025 dataset | ωB97M-V/def2-TZVPD
C 0.9552 0.7737 -1.1799
C 0.2671 0.2609 -0.1958
C 0.1022 1.2296 1.3414
C -0.6546 -0.6876 0.3139
N -0.4982 -1.7089 -1.0625
H 1.0114 0.2632 -2.1279
H 1.5375 1.6740 -1.0333
H 0.1559 2.2578 0.9932
H -0.7668 1.1631 1.9928
H 0.9979 0.9588 1.8974
H -1.6994 -0.3892 0.2956
H -0.3150 -1.2730 1.1693
H 0.2630 -2.3805 -1.0139
H -1.3563 -2.1421 -1.3905
```

## Properties
E_HOMO, eV: -8.89
Gap between HOMO and LUMO, eV: 9.9

Atom charges from the Mulliken analysis, given in e for atoms 1 to 4: -0.792 0.423 -1.283 -0.304

x) Here is one molecule with the formula C4H9N from the Open Molecules 2025 dataset. Energies are from ωB97M-V/def2-TZVPD.

XYZ file:
```
14
C4H9N | the Open Molecules 2025 dataset | ωB97M-V/def2-TZVPD
C 1.1406 0.2344 1.3586
C 0.5324 -0.6823 0.2455
C -0.9646 -1.0823 -0.0309
C -0.2374 -0.0678 -0.8970
N -0.5132 1.3325 -0.6968
H 2.1763 0.4127 1.0675
H 0.9884 -0.2377 2.3708
H 0.5073 1.1721 1.3316
H 1.1798 -1.3873 -0.2442
H -1.0761 -2.0945 -0.5214
H -1.7243 -0.7723 0.7882
H -0.0777 -0.4899 -1.8309
H 0.2135 1.9931 -1.0734
H -1.4209 1.6643 -1.0679
```

## Properties
E_HOMO, eV: -9.09
Gap between HOMO and LUMO, eV: 10.3

Atom charges from the Mulliken analysis, given in e for atoms 1 to 4: -1.100 0.032 -0.662 -0.144

y) Here is a 2-piece molecular cluster, C4H9N overall from the Open Molecules 2025 dataset. Energies are from ωB97M-V/def2-TZVPD.

XYZ file:
```
14
C4H9N | the Open Molecules 2025 dataset | ωB97M-V/def2-TZVPD
C 0.9491 1.5847 -0.6810
C 1.7080 1.8845 0.3766
C 1.2992 1.5741 1.8073
H 1.1525 1.5120 -1.7368
H -0.0966 1.4689 -0.3922
H 2.6200 2.4782 0.3482
H 0.2142 1.6304 1.8779
H 1.8733 2.2103 2.4740
H 1.6325 0.5516 1.9996
C -2.4632 -2.8339 -1.5287
N -2.3859 -2.8310 -0.2698
H -3.3471 -2.7332 -2.1562
H -1.6464 -3.2444 -2.1382
H -1.5095 -3.2520 0.0193
```

## Properties
E_HOMO, eV: -9.27
Gap between HOMO and LUMO, eV: 10.3

Atom charges from the Mulliken analysis, given in e for atoms 1 to 4: -0.745 0.059 -0.913 0.280

Which structure is most stable? x), by 0.0287 hartree over the runner-up.

w) Here is one molecule with the formula C4H9N from the Open Molecules 2025 dataset. Energies are from ωB97M-V/def2-TZVPD.

XYZ file:
```
14
C4H9N | the Open Molecules 2025 dataset | ωB97M-V/def2-TZVPD
C -1.0073 -1.0549 -1.3851
N -0.7082 0.4102 -0.8929
C -0.2333 0.3633 0.4369
C 1.0020 1.0678 1.1030
C 0.9914 -0.5406 0.9307
H -1.9652 -1.5020 -0.9129
H -1.0885 -1.1334 -2.5107
H -0.2746 -1.7817 -1.0108
H 0.0868 0.7955 -1.3453
H -0.9517 0.4497 1.2549
H 0.6049 1.6498 2.0375
H 1.6652 1.6321 0.3843
H 1.5477 -0.9223 0.0256
H 0.8161 -1.0729 1.8151
```

## Properties
E_HOMO, eV: -8.86
Gap between HOMO and LUMO, eV: 10.1

Atom charges from the Mulliken analysis, given in e for atoms 1 to 4: -0.714 -0.398 -0.194 -0.595

x) Here is C4H9N as an isolated structure from the Open Molecules 2025 dataset. Energies are from ωB97M-V/def2-TZVPD.

XYZ file:
```
14
C4H9N | the Open Molecules 2025 dataset | ωB97M-V/def2-TZVPD
C -1.7282 0.0533 -0.1264
C 0.5636 1.1385 0.0085
C 1.6198 -0.0805 -0.1238
C 0.5013 -1.0122 -0.0377
H -2.5847 -0.6184 -0.4981
H -2.1382 -0.2378 1.0464
H -2.0771 1.1769 -0.3745
H 0.4410 1.4253 1.0835
H 0.8358 2.0046 -0.7452
H 2.3539 -0.2669 -1.0679
H 2.1737 -0.1394 0.7968
H 0.1119 -1.3049 0.8304
H 0.1894 -2.1042 -0.3845
N -0.2623 -0.0342 -0.4074
```

## Properties
E_HOMO, eV: -7.99
Gap between HOMO and LUMO, eV: 9.1

Atom charges from the Mulliken analysis, given in e for atoms 1 to 4: -0.776 -0.467 -0.519 -0.574

y) Here is one molecule with the formula C4H9N from the Open Molecules 2025 dataset. Energies are from ωB97M-V/def2-TZVPD.

XYZ file:
```
14
C4H9N | the Open Molecules 2025 dataset | ωB97M-V/def2-TZVPD
C 1.6669 -0.0969 0.1746
C 0.3766 0.0299 -0.6480
C -0.7615 0.9494 -0.1266
C -1.4951 -0.2951 0.2485
N -0.5251 -1.1364 -0.4576
H 1.5104 -0.0321 1.2655
H 2.3105 0.8177 0.0185
H 2.2455 -0.9681 -0.0053
H 0.5865 0.1991 -1.7366
H -0.4496 1.6558 0.6527
H -1.3134 1.5357 -0.8529
H -2.5355 -0.3056 -0.1911
H -1.5031 -0.5474 1.3571
H -0.1131 -1.8061 0.3012
```

## Properties
E_HOMO, eV: -8.83
Gap between HOMO and LUMO, eV: 10.0

Atom charges from the Mulliken analysis, given in e for atoms 1 to 4: -1.456 0.411 -0.616 -0.320

Which structure is most stable? y), by 0.0446 hartree over the runner-up.

w) Here is one molecule with the formula C4H9N from the Open Molecules 2025 dataset. Energies are from ωB97M-V/def2-TZVPD.

XYZ file:
```
14
C4H9N | the Open Molecules 2025 dataset | ωB97M-V/def2-TZVPD
C -0.3118 1.0190 0.4553
C 0.9044 0.1266 0.7108
C 0.9866 -0.6365 -0.5916
N -0.4325 -1.0570 -0.8074
C -1.2462 0.0647 -0.3256
H -0.7349 1.5335 1.3320
H -0.0546 1.8827 -0.1922
H 1.7571 0.7582 1.0212
H 0.8901 -0.5769 1.5594
H 1.7193 -1.4419 -0.6735
H 1.0899 0.0317 -1.4386
H -0.6720 -1.9021 -0.3069
H -1.8652 0.5138 -1.0962
H -2.0301 -0.3157 0.3533
```

## Properties
E_HOMO, eV: -8.71
Gap between HOMO and LUMO, eV: 9.9

Atom charges from the Mulliken analysis, given in e for atoms 1 to 4: -0.526 -0.495 -0.503 -0.459

x) Here is a 3-piece molecular cluster, C4H9N overall from the Open Molecules 2025 dataset. Energies are from ωB97M-V/def2-TZVPD.

XYZ file:
```
14
C4H9N | the Open Molecules 2025 dataset | ωB97M-V/def2-TZVPD
C -0.6476 -1.0115 0.4553
C 1.0581 1.5382 0.4809
C -0.2026 -1.8691 -0.6871
C -0.2646 1.2715 -0.0732
N -1.3297 0.9095 -0.4223
H -0.8613 2.7495 -0.7328
H -1.6708 -1.1375 0.7908
H 0.0312 -0.9508 1.3027
H 0.9994 1.5827 1.5695
H 1.7469 0.7436 0.1915
H 1.3998 2.4995 0.0929
H 0.8088 -1.6207 -1.0196
H -0.1921 -2.9328 -0.4076
H -0.8756 -1.7721 -1.5411
```

## Properties
E_HOMO (spin up / spin down), eV: -7.83 / -7.15
Gap between HOMO and LUMO (spin up / spin down), eV: 8.7 / 7.5

Atom charges from the Mulliken analysis, given in e for atoms 1 to 4: -0.806 -0.867 -0.767 0.163

Which structure is most stable? w), by 0.1993 hartree over the runner-up.

w) Here is a 2-piece molecular cluster, C4H9N overall from the Open Molecules 2025 dataset. Energies are from ωB97M-V/def2-TZVPD.

XYZ file:
```
14
C4H9N | the Open Molecules 2025 dataset | ωB97M-V/def2-TZVPD
C 0.8311 0.8039 -1.9671
C 1.5183 0.3862 -0.9103
C 1.7576 -0.9994 -0.4378
H 0.9027 1.8000 -2.3930
H 0.5606 0.0241 -2.6840
H 1.8756 1.1666 -0.2204
H 0.7663 -1.3829 -0.1336
H 2.3791 -1.1011 0.4558
H 2.3107 -1.5944 -1.1673
C -2.8832 -0.1325 1.7612
N -2.0827 0.4849 2.5280
H -3.2599 -1.0392 2.2120
H -3.1397 0.3290 0.8013
H -1.5364 1.2548 2.1552
```

## Properties
E_HOMO, eV: -9.73
Gap between HOMO and LUMO, eV: 10.7

Atom charges from the Mulliken analysis, given in e for atoms 1 to 4: -0.762 0.036 -0.934 0.298

x) Here is one molecule with the formula C4H9N from the Open Molecules 2025 dataset. Energies are from ωB97M-V/def2-TZVPD.

XYZ file:
```
14
C4H9N | the Open Molecules 2025 dataset | ωB97M-V/def2-TZVPD
C -0.0706 -0.9283 -1.7099
C -1.0463 -0.2840 -0.7393
C -0.4209 0.6776 0.2795
C 0.5519 0.2583 1.0767
N 1.2117 1.0128 2.0181
H -0.4758 -1.8800 -2.0750
H 0.8411 -1.2765 -1.2390
H 0.1064 -0.2956 -2.5715
H -1.7014 0.3309 -1.3127
H -1.6178 -1.0075 -0.1589
H -0.9287 1.6158 0.4640
H 0.8792 -0.7721 0.9876
H 1.7768 0.6095 2.7387
H 0.8943 1.9393 2.2418
```

## Properties
E_HOMO, eV: -7.70
Gap between HOMO and LUMO, eV: 8.9

Atom charges from the Mulliken analysis, given in e for atoms 1 to 4: -0.961 -0.530 -0.380 -0.042

Which structure is most stable? x), by 0.0532 hartree over the runner-up.

w) Here is one molecule with the formula C4H9N from the Open Molecules 2025 dataset. Energies are from ωB97M-V/def2-TZVPD.

XYZ file:
```
14
C4H9N | the Open Molecules 2025 dataset | ωB97M-V/def2-TZVPD
C 0.2853 -1.9795 0.0122
C -0.1070 -0.5734 0.3732
C 0.8729 0.4956 0.6857
N 0.1129 0.4906 -0.5636
C -0.7729 1.6055 -0.6982
H 0.2678 -2.6215 0.9010
H -0.4091 -2.3842 -0.7283
H 1.2977 -1.9998 -0.4011
H -1.0525 -0.4742 0.9141
H 1.8440 0.5356 0.2344
H 0.5880 1.1784 1.4968
H -1.3220 1.8171 0.2338
H -0.1508 2.4820 -0.9306
H -1.4543 1.4278 -1.5294
```

## Properties
E_HOMO, eV: -9.08
Gap between HOMO and LUMO, eV: 10.3

Atom charges from the Mulliken analysis, given in e for atoms 1 to 4: -1.343 0.465 -0.774 -0.340

x) Here is one molecule with the formula C4H9N from the Open Molecules 2025 dataset. Energies are from ωB97M-V/def2-TZVPD.

XYZ file:
```
14
C4H9N | the Open Molecules 2025 dataset | ωB97M-V/def2-TZVPD
C 1.2950 -0.8289 -0.0740
C 0.1911 0.1076 -0.0965
N 0.6394 1.4917 -0.1313
C -1.0072 -0.1991 0.7330
C -1.1232 -0.0828 -0.7188
H 1.5826 -1.0120 -1.2380
H 2.1625 -0.5564 0.5519
H 0.7442 -1.8008 0.3262
H 1.2299 1.6015 0.7556
H -0.2544 2.0455 -0.0074
H -1.1512 -1.2881 0.9641
H -1.4278 0.5588 1.4740
H -1.4974 0.8788 -1.1321
H -1.3834 -0.9158 -1.4067
```

## Properties
E_HOMO, eV: -8.91
Gap between HOMO and LUMO, eV: 10.0

Atom charges from the Mulliken analysis, given in e for atoms 1 to 4: -1.051 0.818 -0.706 -0.724

Which structure is most stable? w), by 0.0073 hartree over the runner-up.

w) Here is C5H7NO2 as an isolated structure from the Open Molecules 2025 dataset. Energies are from ωB97M-V/def2-TZVPD.

XYZ file:
```
15
C5H7NO2 | the Open Molecules 2025 dataset | ωB97M-V/def2-TZVPD
C 0.0567 1.4655 0.9000
C 0.1205 0.4539 -0.2059
C 1.6530 0.3442 -0.4352
C 0.2835 -1.0166 -0.0449
C -1.2245 -1.2035 0.4185
H -0.0565 2.3105 0.0150
H 1.0754 1.5496 1.4316
H -0.9258 1.6724 1.5417
H 2.4152 1.0432 -0.2454
H 1.8840 0.1901 -1.4210
H 0.2201 -1.2168 -1.0969
H -1.7268 -1.9597 1.1698
N -1.9200 -0.1477 -0.0465
O 1.7328 -0.9936 0.3044
O -1.0804 0.6416 -0.9124
```

## Properties
E_HOMO, eV: -9.98
Gap between HOMO and LUMO, eV: 10.8

Atom charges from the Mulliken analysis, given in e for atoms 1 to 4: -1.028 0.969 -0.852 -0.023

x) Here is one molecule with the formula C5H7NO2 from the Open Molecules 2025 dataset. Energies are from ωB97M-V/def2-TZVPD.

XYZ file:
```
15
C5H7NO2 | the Open Molecules 2025 dataset | ωB97M-V/def2-TZVPD
C -0.0605 1.7037 -0.9198
C -1.1106 0.8928 -1.1311
O -1.8585 0.5300 0.0240
C -1.2255 0.2870 1.2087
C -0.1277 -0.4419 1.2848
N 0.5176 -0.8534 0.0809
C 1.5683 -1.6561 -0.1299
O 2.1060 -1.9390 -1.1870
H 0.5588 1.8504 -1.7541
H 0.2002 2.2036 0.0003
H -1.4960 0.4158 -1.9334
H -1.6344 0.5119 2.2052
H 0.4749 -0.7516 2.2636
H 0.1212 -0.7455 -0.8291
H 1.9662 -2.0078 0.8169
```

## Properties
E_HOMO, eV: -8.80
Gap between HOMO and LUMO, eV: 9.7

Atom charges from the Mulliken analysis, given in e for atoms 1 to 4: -0.573 -0.443 -0.396 -0.304

Which structure is most stable? x), by 0.1720 hartree over the runner-up.

w) Here is C5H7NO2 as an isolated structure from the Open Molecules 2025 dataset. Energies are from ωB97M-V/def2-TZVPD.

XYZ file:
```
15
C5H7NO2 | the Open Molecules 2025 dataset | ωB97M-V/def2-TZVPD
C 0.6909 -1.9620 0.6377
C -0.2197 -0.9278 1.1808
C -0.6293 0.4728 0.6658
C -0.1865 1.2224 -0.3475
C 1.0486 0.6538 -1.0624
H 0.9157 -2.8146 1.2596
H 0.2348 -2.0194 -0.4039
H 1.8759 -1.7235 0.2398
H -1.3347 0.7721 1.4495
H 0.4033 2.9101 -1.0129
H -1.4806 2.9149 -0.4826
H 2.2243 1.4024 -1.2097
N -0.7843 2.4257 -1.0929
O -1.0106 -1.4241 1.9007
O 0.8141 -0.4730 -1.7301
```

## Properties
E_HOMO, eV: -9.71
Gap between HOMO and LUMO, eV: 9.2

Atom charges from the Mulliken analysis, given in e for atoms 1 to 4: -0.973 0.513 -0.707 0.496

x) Here is one molecule with the formula C5H7NO2 from the Open Molecules 2025 dataset. Energies are from ωB97M-V/def2-TZVPD.

XYZ file:
```
15
C5H7NO2 | the Open Molecules 2025 dataset | ωB97M-V/def2-TZVPD
C -2.3957 -0.0854 -0.4082
C -1.0126 0.1974 -0.4383
C 0.0170 -0.0833 0.6820
C 1.0514 -1.2668 0.1749
C 2.0348 -0.1792 0.0369
O 2.9474 -0.0399 -0.7666
N 1.1439 0.8657 0.5958
O 0.6731 2.0468 -0.1864
H -2.7999 -0.2264 0.6690
H -3.0926 -0.1656 -1.2442
H -0.5067 0.0746 -1.3574
H -0.6660 -0.1520 1.6331
H 0.5938 -1.6585 -0.8708
H 1.3389 -1.9735 0.9587
H 0.6731 2.6463 0.5216
```

## Properties
E_HOMO, eV: -9.77
Gap between HOMO and LUMO, eV: 10.1

Atom charges from the Mulliken analysis, given in e for atoms 1 to 4: -0.734 -0.310 0.061 -0.433

Which structure is most stable? x), by 0.0392 hartree over the runner-up.

w) Here is one molecule with the formula C5H7NO2 from the Open Molecules 2025 dataset. Energies are from ωB97M-V/def2-TZVPD.

XYZ file:
```
15
C5H7NO2 | the Open Molecules 2025 dataset | ωB97M-V/def2-TZVPD
C 0.6457 -1.9091 0.0405
C 0.1306 -0.7136 -0.1797
C 0.7319 0.5819 -0.7111
C -0.5252 1.3419 -0.1402
C -1.1963 -0.0914 0.3904
O -1.2044 -0.3254 1.6842
N -2.6175 0.1294 -0.0807
O -3.4054 0.0329 0.8329
H -0.0072 -2.5873 0.5530
H 1.6652 -2.1650 -0.2206
H 1.7564 0.9172 -0.3057
H 0.6530 0.7397 -1.7717
H -0.9982 1.9149 -0.9098
H -0.5457 1.9813 0.6941
H -2.2303 -0.4346 1.7665
```

## Properties
E_HOMO, eV: -9.44
Gap between HOMO and LUMO, eV: 9.0

Atom charges from the Mulliken analysis, given in e for atoms 1 to 4: -0.970 -0.165 -0.210 -1.031

x) Here is one molecule with the formula C5H7NO2 from the Open Molecules 2025 dataset. Energies are from ωB97M-V/def2-TZVPD.

XYZ file:
```
15
C5H7NO2 | the Open Molecules 2025 dataset | ωB97M-V/def2-TZVPD
C -0.4064 -2.8614 -0.0835
C 0.0884 -1.7634 -0.1569
C 1.4414 -0.9043 -0.4975
N 1.3486 0.1125 0.4782
C -0.0752 0.3946 0.6776
O -0.4782 0.6100 1.7985
O -0.6021 0.9083 -0.4727
C -1.3052 2.1361 -0.3056
H -0.8562 -3.8176 -0.0487
H 1.1965 -0.5001 -1.4811
H 2.3451 -1.5112 -0.4304
H 1.7832 -0.1150 1.3658
H -0.6122 2.9580 -0.0736
H -1.8111 2.3088 -1.2599
H -2.0566 2.0448 0.4899
```

## Properties
E_HOMO, eV: -9.66
Gap between HOMO and LUMO, eV: 9.9

Atom charges from the Mulliken analysis, given in e for atoms 1 to 4: -0.287 -0.279 -0.292 -0.324

Which structure is most stable? x), by 0.0514 hartree over the runner-up.